{
  "formula": "C35H27N12O2RuS2",
  "method": "the ωB97M-V functional and the def2-TZVPD basis",
  "species": ["Ru", "C", "N", "C", "N", "C", "N", "C", "C", "C", "C", "C", "C", "C", "N", "N", "C", "O", "C", "C", "C", "C", "C", "C", "N", "C", "N", "C", "N", "C", "H", "H", "H", "H", "H", "H", "H", "H", "H", "H", "H", "H", "H", "H", "H", "H", "O", "N", "C", "C", "C", "C", "C", "S", "H", "H", "H", "H", "N", "C", "C", "C", "C", "C", "C", "N", "C", "C", "C", "S", "C", "N", "H", "H", "H", "H", "H", "H", "H"],
  "positions_angstrom": [[-1.70563, -0.16491, 0.17033], [0.91434, 4.15112, 2.78730], [0.04385, 3.03342, 2.36888], [0.17542, 2.14930, 1.39057], [-0.90708, 1.36798, 1.37298], [-1.68590, 1.85699, 2.39529], [-1.13561, 2.85951, 3.01368], [2.38675, 3.85575, 2.65734], [3.28199, 4.88325, 2.37477], [4.63205, 4.60765, 2.21483], [5.09843, 3.29863, 2.27089], [4.20553, 2.27828, 2.56028], [2.86463, 2.56775, 2.79309], [4.48532, 0.84476, 2.42703], [3.91230, -0.10934, 3.07629], [4.09436, -1.25958, 2.32603], [4.76641, -0.91192, 1.28084], [5.09072, 0.40138, 1.29846], [4.85828, -1.65355, 0.01904], [5.77099, -1.37729, -0.99062], [5.59322, -1.95016, -2.24355], [4.47689, -2.72975, -2.51376], [3.56755, -3.00607, -1.50006], [2.27449, -3.75184, -1.75392], [1.17904, -3.10514, -1.04531], [0.64061, -1.77476, -1.34251], [-0.13207, -1.51519, -0.11969], [-0.03483, -2.62982, 0.59363], [0.74903, -3.58620, 0.10140], [3.79100, -2.50916, -0.22883], [0.63251, 4.36593, 3.81498], [0.64855, 5.02013, 2.18845], [1.01327, 2.08204, 0.71718], [-2.65814, 1.47524, 2.65547], [2.92418, 5.90192, 2.26643], [5.32148, 5.41608, 2.00660], [6.14240, 3.07704, 2.08723], [2.21105, 1.74259, 3.04551], [6.60437, -0.71074, -0.80713], [6.31030, -1.75064, -3.02936], [4.31486, -3.10868, -3.51742], [2.31713, -4.77247, -1.37903], [2.04045, -3.77593, -2.81792], [1.43769, -1.03491, -1.46551], [-0.53517, -2.77887, 1.53765], [3.10038, -2.71382, 0.57983], [-3.06373, -1.44942, -0.51285], [-1.23392, -2.63972, -2.58306], [-1.94898, -2.78751, -3.69427], [-1.60458, -2.18017, -4.90062], [-0.46721, -1.39625, -4.94563], [0.27868, -1.22562, -3.78606], [-0.16076, -1.86598, -2.63620], [-1.19624, 0.94501, -1.65328], [-2.82017, -3.42831, -3.61855], [-2.21133, -2.32829, -5.78454], [-0.15583, -0.92795, -5.87110], [1.17317, -0.61099, -3.77925], [-5.37930, -0.90812, -0.16578], [-5.69880, 0.31478, -0.65448], [-6.82554, 0.75607, -1.34413], [-6.85475, 2.08025, -1.71297], [-5.79079, 2.97616, -1.40737], [-4.67423, 2.56194, -0.73698], [-4.60868, 1.20998, -0.35465], [-3.65730, 0.55147, 0.31523], [-4.02481, -0.87511, 0.32048], [-3.77473, -1.35530, 1.72614], [-4.52248, -1.83619, 2.73868], [-3.52802, -2.06127, 4.11650], [-2.17919, -1.48118, 3.26867], [-2.44272, -1.15929, 2.02852], [-5.82956, -1.76673, -0.44310], [-7.64194, 0.08554, -1.57812], [-7.71275, 2.45443, -2.25634], [-5.87807, 4.01113, -1.71150], [-3.86641, 3.24206, -0.49679], [-5.57832, -2.06347, 2.75572], [-1.19810, -1.39793, 3.72002]],
  "e_tot_ha": -3048.18434,
  "total_charge": 2,
  "relative_energy_kj_mol": 131.3,
  "multiplicity": 6,
  "orbital_gap_ev": [7.58, 5.17]
}